Arrangement P

Below is the molecule C2H4FP, with properties calculated with the ωB97M-V functional and the def2-TZVPD basis.

```
! RIJCOSX wB97M-V def2-TZVPD def2/J DEFGRID3
* xyz 0 1
H -1.4796 -0.1296 1.0031
C -1.1597 0.2088 -0.0266
F 0.7070 -1.6240 0.0302
H -1.2414 1.1865 -0.3657
H -1.7144 -0.3313 -0.6777
C 0.5341 -0.3020 -0.1448
H 2.7262 0.0787 0.2975
P 1.6279 0.9128 -0.1160
*
```

## Properties
- orbital gap (eV) = 9.96
- SMILES string = [H]/P=C(/C)F
- E_HOMO (eV) = -9.48

Arrangement Q

Below is a structure of composition C2H4FP, with properties calculated with the ωB97M-V functional and the def2-TZVPD basis.

```
! RIJCOSX wB97M-V def2-TZVPD def2/J DEFGRID3
* xyz 0 1
H -2.1435 0.9967 -0.2979
H 0.0909 -0.5753 -1.0415
F 2.5871 -0.0524 -0.1082
H -1.8479 -0.8484 -1.0354
C 0.2081 -0.1536 0.0558
C 1.4369 0.1984 0.5836
P -2.0856 -0.2574 0.2612
H 1.7540 0.6921 1.5824
*
```

## Properties
- orbital gap (eV) = 9.64
- E_HOMO (eV) = -9.63

Least stable of them? arrangement Q.

Arrangement P

Below is a cluster of 2 separate species, C3H11NO2 in total, with properties calculated with the ωB97M-V functional and the def2-TZVPD basis.

```
! RIJCOSX wB97M-V def2-TZVPD def2/J DEFGRID3
* xyz 1 2
H 1.3377 0.3836 -1.7771
H -0.1885 0.8021 0.3966
C 0.2220 -1.1851 -0.2527
C 0.7373 0.1822 0.2314
C 1.6736 0.7394 -0.8031
N 1.9797 2.1856 -0.8097
H -5.0294 -1.3182 1.3770
H 1.0982 -1.9872 -0.0986
H 2.2378 2.4392 0.1902
O -4.8859 -0.7838 0.5417
H -4.0469 -0.3427 0.7180
H 2.6436 0.2739 -0.4727
O -0.8774 -1.6066 0.5408
H -0.0946 -0.9510 -1.1688
H -0.8299 -1.2898 1.4694
H 1.1664 0.0460 1.2552
H 2.8563 2.4123 -1.3375
*
```

## Properties
- orbital gap (alpha / beta) (eV) = 9.41 / 3.89
- E_HOMO (alpha / beta) (eV) = -13.45 / -13.45

Arrangement Q

Below is a cluster of 3 separate species, C3H11NO2 in total, with properties calculated with the ωB97M-V functional and the def2-TZVPD basis.

```
! RIJCOSX wB97M-V def2-TZVPD def2/J DEFGRID3
* xyz 1 2
H -1.2995 -1.0651 -2.1309
C -0.2728 2.5905 -0.5873
H 2.3892 -0.8009 0.9208
C 1.6538 -0.0428 1.0892
H -0.4785 1.4849 1.1938
H -1.6543 -3.1335 0.7860
H -1.3688 2.7247 -0.7249
H -2.6261 -4.3618 0.7708
H -0.7177 0.1832 -1.5688
H 1.9253 0.2407 2.1187
H 2.2106 1.5642 -0.2312
N 1.4644 1.0659 0.2615
C 0.2023 1.6528 0.2936
H 0.4373 2.8422 -1.4142
O -2.1000 -3.8539 0.1816
O -0.4079 -0.5948 -2.1402
H 0.6426 -0.4963 1.1812
*
```

## Properties
- orbital gap (alpha / beta) (eV) = 9.75 / 6.20
- E_HOMO (alpha / beta) (eV) = -14.04 / -14.04

Least stable of them? arrangement P.

Arrangement P

Below is a cluster of 9 separate species, C36H72O27 in total, with properties calculated with the ωB97M-V functional and the def2-TZVPD basis.

```
! RIJCOSX wB97M-V def2-TZVPD def2/J DEFGRID3
* xyz 0 1
C 16.6298 12.0860 14.2128
H 11.6642 15.4951 14.7564
H 11.3918 13.5909 17.5317
C 17.9878 17.3650 18.0937
H 13.9146 17.1088 14.2536
H 12.5448 10.4024 15.5368
H 18.9592 18.8867 14.1747
C 13.5824 19.6993 10.9278
C 21.5884 16.1886 12.1343
C 18.0593 19.4163 14.0096
H 13.0157 10.8102 20.9751
C 9.1106 18.9835 18.6588
H 10.9306 18.3970 17.6807
O 10.3664 15.5727 13.0180
H 8.6687 19.2468 19.6345
H 12.8460 19.1684 10.3287
H 16.4550 14.1251 11.0067
H 19.2513 15.7948 15.8349
H 14.2868 7.9494 11.1552
H 18.9870 17.6116 15.8237
O 15.7284 15.4134 17.1218
H 21.1856 17.8407 16.9554
H 10.0731 13.7649 14.6579
O 13.3882 9.4424 19.5682
C 19.4672 16.7849 16.3349
H 13.1223 9.0279 21.4839
C 11.5030 14.9818 13.7917
H 20.8970 19.5245 7.8421
H 23.2159 19.1135 7.7013
C 13.4877 9.8492 20.9598
O 11.4568 17.5439 12.9244
C 13.2957 7.9741 11.5640
C 13.0443 6.8149 12.5339
H 21.2899 17.1232 15.2531
H 15.0448 14.2987 20.2145
C 14.9121 10.0599 21.3494
H 8.3918 18.3907 18.0647
H 17.6820 11.7012 14.2175
H 10.7764 12.9382 19.1548
H 15.4817 9.0992 21.2111
C 15.4345 15.0466 19.5404
H 21.4490 15.0911 12.1044
O 21.3429 18.7707 11.5882
C 12.8182 10.9622 16.4816
H 9.2255 19.9124 18.0703
H 21.4375 16.1750 16.8275
H 12.0068 6.7620 12.8568
H 12.5955 13.1107 11.4141
O 12.8894 9.9520 17.5090
O 13.4902 11.6058 18.9404
O 16.6090 13.1410 13.1431
H 15.5324 18.7133 16.7507
C 10.9870 16.0457 18.5646
H 8.3239 18.6252 11.5611
C 17.5603 15.8247 10.2248
H 13.7922 11.3820 16.3416
H 18.8919 19.5498 11.8704
H 18.0136 20.2855 14.6998
O 12.0536 16.2866 17.9850
H 11.0615 12.7616 13.5883
H 14.0276 13.3237 12.4112
H 12.5040 7.8628 10.8117
O 16.9691 19.1582 11.6954
H 15.4712 13.5005 17.9926
H 11.7596 13.2371 14.9430
C 16.2268 18.7388 17.6083
H 14.0163 14.4716 17.8599
C 13.3050 10.4324 18.6881
H 13.1127 19.7576 11.9283
C 13.5373 10.3417 11.5928
O 10.5990 14.8157 18.9295
H 16.5204 15.0341 19.7007
C 20.9493 17.0265 16.3295
O 15.4944 20.7142 12.2901
H 17.2670 18.6367 14.2137
H 13.6360 20.7470 10.5226
H 15.7518 18.0662 18.3226
O 14.4653 14.5405 15.5095
H 15.4933 17.6846 13.6554
H 14.8390 16.0175 13.3358
H 23.4717 19.6390 9.3938
C 15.1771 15.4210 15.9586
H 11.1277 18.5990 19.3961
O 14.8633 19.1009 10.8985
C 17.4104 14.6201 11.1325
H 15.4420 10.7875 20.7362
H 13.4538 5.9241 12.1141
H 15.8066 11.3860 13.8452
O 10.1291 16.9346 18.9376
O 17.4244 18.1450 17.1413
H 18.5788 16.1294 10.2293
H 22.7340 20.8113 8.2075
O 15.5691 16.5459 15.3796
C 15.7702 19.7226 11.6734
H 22.6301 16.4956 12.3604
H 12.3364 13.7726 19.1068
O 17.6684 17.3412 19.2448
O 13.0774 9.2410 12.2639
H 17.8254 20.8586 12.4175
H 14.9987 10.1783 22.4210
C 17.3563 14.1993 13.5049
H 20.9776 20.1435 9.5874
C 10.5384 16.8150 12.6515
O 19.0179 16.6743 17.6892
H 16.3593 12.5570 15.2258
H 9.6137 18.5757 10.3150
H 12.0328 11.6210 16.7897
O 9.4918 17.0330 11.8308
H 10.0403 18.9610 12.0642
H 16.3987 19.7161 18.0712
H 18.1340 13.9073 10.8888
C 21.3773 19.4611 8.8210
O 21.1082 18.1385 9.3740
C 13.5340 12.6734 11.6635
C 22.8215 19.7374 8.5219
C 9.3674 18.4305 11.4149
C 14.9399 16.8212 14.0573
O 14.0292 10.3445 10.4679
C 10.4352 18.3135 18.6475
C 21.2611 17.9457 10.6789
H 16.9680 16.6663 10.5810
H 17.2187 15.6470 9.2041
H 15.0898 16.0406 19.7672
H 13.5979 7.0411 13.4398
O 13.3003 11.3673 12.3399
O 17.6174 15.0162 12.5194
O 21.2853 16.6377 10.8206
C 11.0832 13.6102 14.2197
H 12.3435 15.0775 13.1401
H 20.9226 16.6553 12.7842
H 14.1324 12.5765 10.7899
C 11.3572 13.6842 18.6814
C 17.9889 19.7843 12.4842
O 17.8172 14.3132 14.6230
C 15.0902 14.5039 18.1849
*
```

## Properties
- orbital gap (eV) = 10.62
- SMILES string = CCOC(=O)OC.CCOC(=O)OC.CCOC(=O)OC.CCOC(=O)OC.CCOC(=O)OC.CCOC(=O)OC.CCOC(=O)OC.CCOC(=O)OC.CCOC(=O)OC
- E_HOMO (eV) = -10.09

Arrangement Q

Below is a cluster of 9 separate species, C36H72O27 in total, with properties calculated with the ωB97M-V functional and the def2-TZVPD basis.

```
! RIJCOSX wB97M-V def2-TZVPD def2/J DEFGRID3
* xyz 0 1
O 6.8684 -2.2604 -0.7504
H 1.9866 -1.2083 2.9555
C 7.0324 -3.5125 -2.7880
H 2.6116 7.8699 -2.4857
O -4.0057 1.7666 5.5832
C -2.5624 3.5101 -4.6775
H -3.0907 3.9015 -8.4684
O 0.7558 4.6389 -0.5027
C 3.0634 0.4572 -2.1742
C -2.1400 4.7781 -2.7238
O -2.0870 2.4874 -4.2563
C -3.4736 2.9381 -8.1292
H 7.0682 -0.7188 3.0899
O -5.7309 1.7345 2.5968
H 4.5196 6.4892 -1.2874
H -1.1670 4.3472 -2.5072
H -4.3277 -0.8422 3.4503
H 2.8557 6.7491 -3.7939
C 6.2318 -2.4908 -2.0104
O -0.1735 -1.4215 1.1106
H -5.6657 1.8616 6.7648
O 4.8712 4.5657 -2.0961
O 6.9066 -1.4984 1.2574
C -4.6088 3.9980 1.7315
C -5.4003 -7.9309 2.4388
C 1.3283 -6.5630 0.3513
H 4.0375 -0.0332 -2.2767
C -4.4328 -0.6298 2.3840
H -1.7043 0.0491 -0.0090
O 0.2986 0.3859 -0.1448
H -1.7429 -0.8772 3.8694
C 2.1731 7.5080 -3.4213
H 5.7108 -0.0413 2.1668
C -3.7904 -6.3591 1.7764
O -4.5311 -5.4255 1.9373
H 8.0553 -3.2175 -3.0009
H 2.0338 8.4082 -4.0202
H -1.5206 2.5152 -0.2508
H 2.8235 -4.3409 0.4143
H 0.2860 6.5949 -4.0158
O 1.8503 -0.4184 1.0881
H -5.8374 0.8224 5.3666
H -5.3445 -8.0136 3.5245
H 1.7705 -9.1440 1.1493
C 5.3165 5.7744 -1.4849
C -1.2166 -0.2665 5.8253
H 6.5149 -3.6464 -3.7431
C 0.8208 6.9215 -3.1249
H -1.0544 -3.7020 -0.0583
H -3.4436 1.7492 -6.3413
H 2.1108 2.0071 -1.0785
H -0.5084 2.2535 -1.7304
C 6.2460 -0.9534 2.4212
C -1.0001 0.4361 -0.7546
O -4.1363 -7.6493 1.8653
H 6.0739 6.1769 -2.1526
H -2.8931 4.3874 -2.0390
C -1.8641 -4.4178 0.0538
C -1.3088 1.8681 -1.0977
O 0.9489 5.7227 -2.3304
H -0.1122 -0.0845 3.9231
O -2.0716 0.8695 5.8057
H -2.2007 1.8434 -1.7276
H -5.5108 -0.6183 2.2251
H -0.2976 0.0608 6.3230
H 3.4570 -1.1800 1.9873
H -5.1552 4.0669 0.7868
H -4.4451 -2.5077 1.3270
H -6.1045 -7.1386 2.1860
H 6.2219 -1.5496 -2.5679
O 1.0988 6.8640 -0.3761
H 2.4208 -3.8656 -2.1379
C 6.1574 -1.6134 0.1610
H 0.3738 -9.5888 0.0330
H -3.7171 -1.2646 0.5009
O 3.8512 2.6737 -1.9743
H -0.3934 -1.7287 4.5249
H -3.8856 4.8104 1.6987
C -2.8619 2.5499 -6.8062
O 1.1043 -7.7362 -0.2340
H 1.1469 -4.0725 0.6678
H -5.2817 4.1048 2.5772
C 0.8671 -8.8310 0.6332
C 1.8956 -3.4108 -1.3020
H -5.7455 -8.8757 2.0298
H 2.7890 0.7853 -3.1783
H -2.8498 -4.0384 -0.2099
H 2.4363 -0.3408 -1.7888
C -3.3799 0.6197 5.8173
C 3.1235 1.6544 -1.2760
O -2.7051 4.6711 -4.0412
O -3.8911 2.7749 1.8088
H -5.8835 2.4950 5.0430
H -1.0888 -0.2332 -1.6110
C -5.4220 1.7767 5.7081
H 5.8102 5.5704 -0.5324
C -0.8202 -0.7262 4.4328
O -3.8225 0.6402 2.0835
H -1.6021 -1.0709 6.4463
H 0.8770 -3.1899 -1.6266
C 0.9906 4.4125 0.8832
H 5.2016 -2.8234 -1.8864
C 4.2210 3.7360 -1.2781
H 3.6248 1.4154 -0.3392
H 0.1629 7.6131 -2.5953
H 2.2100 -2.4374 1.7027
C 0.9650 5.8494 -1.0063
C -3.7708 -1.6698 1.5182
H -3.2946 2.1653 -8.8741
H -1.8215 2.2395 -6.8802
O -3.0176 3.6725 -5.9211
H 2.3774 -2.4901 -0.9739
O 5.0703 -1.1247 -0.0105
H 0.1334 -8.5751 1.4057
C 2.3972 -1.3987 1.9587
H -2.7855 -1.9413 1.8792
O 3.9733 3.9515 -0.1187
H 1.9637 3.9421 0.9926
H -2.4064 -4.3186 2.1465
C -4.5900 1.7137 2.2166
H 5.5927 -1.7100 2.8486
O 1.6227 -5.6762 -0.5886
H 6.9913 -4.4871 -2.2999
H -2.0396 5.8500 -2.5584
C 1.8598 -4.3433 -0.1133
O 1.2664 -6.3310 1.5308
H 0.1932 3.7902 1.2766
H -0.9294 -5.1108 1.9070
H 1.0062 5.3687 1.4102
H -1.6617 -5.2611 -0.6152
C -1.9173 -5.0086 1.4542
O -2.5115 -6.3048 1.4430
C 0.5834 -0.5737 0.7127
H -4.5531 3.0622 -8.0290
O -3.8985 -0.4528 6.0156
*
```

## Properties
- orbital gap (eV) = 11.19
- SMILES string = CCOC(=O)OC.CCOC(=O)OC.CCOC(=O)OC.CCOC(=O)OC.CCOC(=O)OC.CCOC(=O)OC.CCOC(=O)OC.CCOC(=O)OC.CCOC(=O)OC
- E_HOMO (eV) = -10.67

Least stable of them? arrangement P.

Arrangement P

Below is a cluster of 2 separate species, CH2INO2 in total, with properties calculated with the ωB97M-V functional and the def2-TZVPD basis.

```
! RIJCOSX wB97M-V def2-TZVPD def2/J DEFGRID3
* xyz 0 1
H -0.7056 -1.4039 1.6814
N 0.4336 -0.5940 0.3793
H 0.7045 -0.8872 -0.5591
O -0.5867 -1.5691 0.7892
O -1.2813 1.4437 -0.4995
I 1.6003 1.8823 -1.3120
C -0.1648 1.1283 -0.4793
*
```

## Properties
- orbital gap (alpha / beta) (eV) = 8.40 / 8.39
- E_HOMO (alpha / beta) (eV) = -8.99 / -8.99

Arrangement Q

Below is the molecule CH2INO2, with properties calculated with the ωB97M-V functional and the def2-TZVPD basis.

```
! RIJCOSX wB97M-V def2-TZVPD def2/J DEFGRID3
* xyz 0 1
C -1.5875 0.3811 1.2596
H 0.9508 0.3414 0.7444
H -0.9971 -0.3837 -0.9230
O -1.2479 -0.0777 2.2470
N -0.6811 0.3170 -0.2240
O 0.4860 -0.2738 0.2528
I -3.2344 1.5872 0.7606
*
```

## Properties
- orbital gap (eV) = 9.58
- SMILES string = O=C(I)NO
- E_HOMO (eV) = -9.42

Least stable of them? arrangement P.

Arrangement P

Below is a cluster of 2 separate species, CH5N2S in total, with properties calculated with the ωB97M-V functional and the def2-TZVPD basis.

```
! RIJCOSX wB97M-V def2-TZVPD def2/J DEFGRID3
* xyz 1 1
C -0.4735 0.9895 0.4416
H -0.2539 0.0121 -0.0075
H 0.9110 -1.4575 -1.8331
S 0.0285 2.4019 1.2727
H -2.6388 1.3412 0.8525
N -1.5638 1.2997 1.0199
H 0.9084 -2.2463 -0.4126
H 2.0422 -1.0515 -0.5422
N 1.0398 -1.2891 -0.7913
*
```

## Properties
- orbital gap (eV) = 8.21
- E_HOMO (eV) = -14.81

Arrangement Q

Below is a cluster of 2 separate species, CH5N2S in total, with properties calculated with the ωB97M-V functional and the def2-TZVPD basis.

```
! RIJCOSX wB97M-V def2-TZVPD def2/J DEFGRID3
* xyz 1 1
H -0.8590 -1.4992 -1.0280
H 1.2318 2.0402 -2.2454
H 0.0278 -0.3752 2.0059
H -0.9429 -1.6295 1.6739
S 0.0059 1.4645 -1.7565
N -0.3802 -0.8887 1.2402
C -0.2285 -0.6193 0.0346
H 0.7744 1.0606 0.4514
N 0.3707 0.4465 -0.3763
*
```

## Properties
- orbital gap (eV) = 9.98
- E_HOMO (eV) = -14.26

Arrangement R

Below is the ion CH5N2S with charge +1, with properties calculated with the ωB97M-V functional and the def2-TZVPD basis.

```
! RIJCOSX wB97M-V def2-TZVPD def2/J DEFGRID3
* xyz 1 1
H -2.3010 0.1622 0.5790
N 0.8170 0.0012 -0.1270
H -1.5660 0.1307 -1.1115
S 2.5592 0.4084 -0.0068
H 0.9484 -0.7430 -0.8679
N -1.4448 -0.1149 -0.1285
H -1.3953 -1.1795 -0.0853
C -0.2459 0.5326 0.4244
H 2.6284 0.8023 1.3236
*
```

## Properties
- orbital gap (eV) = 9.85
- E_HOMO (eV) = -14.17

Least stable of them? arrangement P.

Arrangement P

Below is the molecule CH3F2OP, with properties calculated with the ωB97M-V functional and the def2-TZVPD basis.

```
! RIJCOSX wB97M-V def2-TZVPD def2/J DEFGRID3
* xyz 0 1
H 0.4204 -1.7309 0.2338
F -1.4184 -1.0786 0.4275
C -0.0980 -0.9229 0.6883
P 0.2828 1.1630 0.1294
F 0.1779 -1.0731 2.0029
O -0.0079 1.1919 -1.4003
H 1.5999 1.0578 -0.3340
H -0.9567 1.3928 -1.7475
*
```

## Properties
- orbital gap (eV) = 9.56
- SMILES string = OPC(F)F
- E_HOMO (eV) = -9.12

Arrangement Q

Below is a cluster of 2 separate species, CH3F2OP in total, with properties calculated with the ωB97M-V functional and the def2-TZVPD basis.

```
! RIJCOSX wB97M-V def2-TZVPD def2/J DEFGRID3
* xyz 0 1
C 1.2217 -0.2171 0.0193
F -1.7230 -0.3856 -1.0458
H 1.0986 -1.3783 -0.3820
H 0.9377 0.6659 -0.5061
P -2.2195 0.0356 0.4474
H 2.3733 -0.2323 0.1064
F -2.3278 1.6039 0.1492
O 0.6390 -0.0922 1.2115
*
```

## Properties
- orbital gap (alpha / beta) (eV) = 10.30 / 6.03
- E_HOMO (alpha / beta) (eV) = -10.61 / -7.86

Arrangement R

Below is a cluster of 2 separate species, CH3F2OP in total, with properties calculated with the ωB97M-V functional and the def2-TZVPD basis.

```
! RIJCOSX wB97M-V def2-TZVPD def2/J DEFGRID3
* xyz 0 1
O 0.6417 -0.2536 0.4742
H 0.0811 0.7683 -1.3350
F -2.2160 0.4664 0.4501
P -0.4225 -0.3068 1.6189
C 0.5228 -0.2820 -0.9386
H 0.0196 -1.2511 -1.2392
F -0.1413 1.0950 2.3069
H 1.5146 -0.2362 -1.3371
*
```

## Properties
- orbital gap (eV) = 10.32
- E_HOMO (eV) = -11.03

Least stable of them? arrangement Q.